Below is C4H10N2 in the gas phase, with properties calculated with ωB97M-V/def2-TZVPD.

## Properties
SMILES string   [H]/N=C/NCCC
DFT total energy   -7289.1193 eV
M   86.14 g/mol
E_HOMO   -8.86 eV
Energy above the lowest of the compared OMol25 structures with the same formula, charge and spin   1.500 eV

Element x y z (Å)
H 0.4501 3.2459 2.0277
N 0.1001 2.3037 2.1026
C -0.0517 1.7058 0.9745
N -0.4936 0.3426 0.9095
C -0.9903 -0.0073 -0.4181
C 0.0688 -0.8695 -1.2172
C 1.0549 -1.6193 -0.3991
H -0.0598 2.0804 -0.0115
H -0.8772 -0.2037 1.7259
H -1.2621 0.8670 -1.0977
H -2.0180 -0.5875 -0.3947
H -0.5758 -1.4839 -1.8636
H 0.5792 -0.1732 -1.9126
H 1.1554 -1.2933 0.6751
H 0.8845 -2.6473 -0.2893
H 2.0354 -1.6603 -0.8115

---

Below is a gas-phase ion, C13H6Cl4NO4 (charge -1), with properties calculated with ωB97M-V/def2-TZVPD.

## Properties
Total charge   -1
SMILES string   O=C1C(Cl)=C(Cl)C([O-])=C(Cl)[C@@]1(Cl)[C@@H](c1ccccc1)[N+](=O)[O-]
DFT total energy   -73344.8604 eV
M   382.01 g/mol
E_HOMO   -4.11 eV
Energy above the lowest of the compared OMol25 structures with the same formula, charge and spin   1.273 eV

Element x y z (Å)
O 1.4437 -2.5894 1.1426
C 1.0063 -1.5222 1.6276
C -0.4713 -1.2961 1.7472
Cl -1.4941 -2.6526 1.3586
C -1.0193 -0.0727 2.0218
Cl -2.6896 0.2161 1.9716
C -0.1708 1.1006 2.3306
O -0.6216 2.2296 2.4475
C 1.3002 0.8626 2.2667
Cl 2.2599 2.2314 2.5174
C 1.8901 -0.3741 1.9359
Cl 3.1515 -0.2800 0.5934
C 2.8437 -0.7086 3.3096
C 2.2674 -0.7927 4.6629
C 1.7475 -1.9984 5.1686
C 1.4329 -2.0720 6.5371
C 1.5189 -0.9478 7.3568
C 2.0833 0.2263 6.8465
C 2.4153 0.3239 5.4811
N 3.7073 -1.8348 3.2115
O 4.7190 -1.8150 2.4968
O 3.3666 -2.9064 3.8226
H 3.3167 0.2651 3.0514
H 1.7199 -2.8617 4.5158
H 1.0447 -3.0285 6.8953
H 1.2154 -1.0444 8.4299
H 2.1428 1.0819 7.5005
H 2.8847 1.2373 5.1455

---

Below is a molecular structure, C5H11NO, with properties calculated with ωB97M-V/def2-TZVPD.

## Properties
DFT total energy   -8899.1337 eV
M   101.15 g/mol
E_HOMO   -9.22 eV
Energy above the lowest of the compared OMol25 structures with the same formula, charge and spin   2.564 eV

Element x y z (Å)
C -0.0503 -0.8705 -2.1258
C 0.6142 -0.9058 -0.7308
C -0.4256 0.1589 0.5300
C -1.4883 -0.2426 1.6580
N 0.4571 1.1074 1.1790
C 1.4079 1.6046 0.3517
O 1.3179 1.5349 -0.8610
H -1.1037 -1.1305 -2.0313
H 0.0284 0.1113 -2.6121
H 0.3773 -1.5743 -2.8653
H 0.6265 -1.9053 -0.2978
H 1.6982 -0.6850 -0.9286
H -0.9968 0.7100 -0.2175
H -2.2224 -0.9864 1.3411
H -1.0623 -0.5950 2.6119
H -2.1083 0.6297 1.9707
H 0.6345 1.0313 2.1779
H 2.2957 2.0074 0.8499